ORCA calculation (ωB97M-V/def2-TZVPD) on 3 unconnected molecules or ions with the total composition C25H52N2O6S.

Last column: Löwdin spin population.
Atoms and positions in Å:
1 C -6.298 2.149 -1.246  0.000
2 O -5.541 1.034 -0.834  0.000
3 C -6.096 -0.179 -1.274  0.000
4 C -5.126 -1.310 -0.977  0.000
5 O -3.800 -1.020 -1.382  0.000
6 C -3.378 -1.569 -2.581  0.000
7 S -4.306 -0.764 -3.982  0.000
8 O -2.017 -1.456 -2.689  0.000
9 C -1.439 -0.161 -2.868  0.000
10 C -1.606 0.809 -1.713  0.000
11 C -0.850 2.092 -2.033  0.000
12 O -1.156 0.229 -0.493  0.000
13 H -7.332 2.093 -0.887  0.000
14 H -5.823 3.032 -0.824  0.000
15 H -6.313 2.231 -2.339  0.000
16 H -7.030 -0.394 -0.734  0.000
17 H -6.339 -0.133 -2.342  0.000
18 H -5.087 -1.496 0.096  0.000
19 H -5.488 -2.219 -1.472  0.000
20 H -3.596 -2.639 -2.621  0.000
21 H -3.715 -1.520 -4.922  0.000
22 H -1.819 0.299 -3.784  0.000
23 H -0.376 -0.369 -3.008  0.000
24 H -2.666 1.018 -1.565  0.000
25 H -0.548 2.574 -1.106  0.000
26 H 0.063 1.901 -2.603  0.000
27 H -1.458 2.797 -2.601  0.000
28 H -0.513 -0.462 -0.686  0.000
29 C 5.117 4.639 -2.172  0.005
30 C 3.780 4.979 -1.513  0.024
31 C 3.975 5.725 -0.185  0.017
32 C 4.541 4.839 0.919  0.001
33 C 3.672 3.606 1.142  0.017
34 C 3.420 2.792 -0.137  0.024
35 N 2.966 3.749 -1.208  0.397
36 O 1.701 3.916 -1.270  0.505
37 C 4.666 2.013 -0.558  0.005
38 C 2.297 1.784 0.093  -0.002
39 C 2.982 5.835 -2.491  -0.002
40 H 5.518 5.553 -2.612  0.000
41 H 5.864 4.261 -1.482  0.000
42 H 4.979 3.910 -2.971  0.001
43 H 2.998 6.107 0.128  0.001
44 H 4.621 6.589 -0.363  0.002
45 H 5.571 4.549 0.691  0.000
46 H 4.588 5.412 1.847  0.001
47 H 4.134 2.942 1.878  0.002
48 H 2.705 3.914 1.548  0.001
49 H 4.533 1.584 -1.552  0.001
50 H 4.807 1.195 0.150  0.000
51 H 5.577 2.602 -0.554  0.000
52 H 1.395 2.257 0.469  0.000
53 H 2.637 1.044 0.819  0.000
54 H 2.046 1.272 -0.837  0.000
55 H 2.784 5.283 -3.411  0.000
56 H 3.571 6.720 -2.735  0.000
57 H 2.031 6.143 -2.068  0.000
58 C -2.465 -4.257 2.727  0.005
59 C -1.350 -3.420 2.099  0.023
60 C -0.888 -4.012 0.758  0.017
61 C -0.122 -5.321 0.916  0.001
62 C 1.073 -5.154 1.848  0.017
63 C 0.708 -4.561 3.218  0.024
64 N -0.132 -3.336 2.980  0.396
65 O 0.527 -2.246 2.886  0.507
66 C -0.008 -5.587 4.097  0.005
67 C 1.971 -4.122 3.953  -0.002
68 C -1.887 -2.011 1.888  -0.001
69 H -3.387 -4.046 2.182  0.000
70 H -2.301 -5.329 2.674  0.000
71 H -2.617 -3.977 3.769  0.001
72 H -0.241 -3.273 0.274  0.001
73 H -1.763 -4.142 0.115  0.002
74 H -0.783 -6.114 1.276  0.000
75 H 0.235 -5.647 -0.063  0.001
76 H 1.563 -6.118 2.017  0.002
77 H 1.809 -4.497 1.376  0.001
78 H -0.415 -5.109 4.990  0.001
79 H 0.723 -6.332 4.413  0.000
80 H -0.810 -6.115 3.592  0.000
81 H 2.570 -3.445 3.352  0.000
82 H 2.559 -5.011 4.189  0.000
83 H 1.717 -3.614 4.884  0.000
84 H -2.189 -1.558 2.834  0.000
85 H -2.757 -2.068 1.231  0.000
86 H -1.160 -1.354 1.425  0.000

orbital gap (alpha / beta): 0.3047 / 0.3546 hartree
spin multiplicity: 3
HOMO (alpha / beta): -7.662 / -9.023 eV

ORCA calculation (ωB97M-V/def2-TZVPD) on 7 unconnected molecules or ions with the total composition C25H52N2O7.

Last column: Mulliken charge in e.
Atoms and positions in Å:
1 C -2.787 -1.010 5.756  0.655
2 O -1.717 -1.436 6.037  -0.642
3 N -3.123 -0.184 4.768  -0.394
4 N -3.795 -1.530 6.281  -0.399
5 H -2.369 0.170 4.197  0.208
6 H -4.080 0.132 4.697  0.159
7 H -3.499 -2.274 6.897  0.227
8 H -4.699 -1.079 6.304  0.186
9 C -0.989 9.153 -0.307  -0.523
10 C -1.575 10.234 0.604  -0.531
11 C -0.581 10.358 1.844  -0.371
12 O 0.424 9.395 1.627  -0.402
13 C -0.011 8.439 0.642  -0.400
14 H -0.467 9.663 -1.117  0.237
15 H -1.720 8.491 -0.771  0.331
16 H -2.509 9.845 1.009  0.234
17 H -1.779 11.201 0.144  0.338
18 H -1.113 10.083 2.754  0.228
19 H -0.138 11.344 1.982  0.268
20 H -0.447 7.564 1.123  0.317
21 H 0.852 8.282 -0.006  0.273
22 C -4.201 -5.967 1.540  -0.496
23 C -2.844 -6.667 1.885  -0.471
24 C -2.324 -7.061 0.456  -0.398
25 O -3.582 -7.166 -0.332  -0.420
26 C -4.500 -6.120 0.082  -0.438
27 H -4.319 -4.893 1.684  0.348
28 H -4.946 -6.433 2.185  0.226
29 H -2.861 -7.526 2.556  0.353
30 H -2.308 -5.816 2.305  0.196
31 H -1.889 -8.056 0.559  0.286
32 H -1.615 -6.367 0.005  0.266
33 H -5.503 -6.540 0.004  0.250
34 H -4.350 -5.214 -0.504  0.299
35 C 1.775 -7.226 -5.112  -0.554
36 C 2.232 -6.110 -4.153  -0.579
37 C 3.027 -7.005 -3.108  -0.383
38 O 2.560 -8.292 -3.276  -0.396
39 C 1.548 -8.474 -4.206  -0.345
40 H 2.644 -7.312 -5.763  0.257
41 H 0.919 -6.905 -5.706  0.365
42 H 1.391 -5.622 -3.662  0.252
43 H 2.837 -5.328 -4.613  0.329
44 H 2.772 -6.709 -2.090  0.253
45 H 4.085 -6.960 -3.368  0.276
46 H 0.539 -8.512 -3.796  0.260
47 H 1.635 -9.387 -4.794  0.263
48 C -4.327 5.690 -7.753  -0.535
49 C -5.438 4.805 -7.084  -0.461
50 C -5.115 4.974 -5.594  -0.463
51 O -3.597 4.804 -5.565  -0.403
52 C -3.146 5.436 -6.775  -0.414
53 H -4.719 6.695 -7.908  0.301
54 H -4.049 5.393 -8.765  0.287
55 H -5.364 3.743 -7.320  0.260
56 H -6.407 5.219 -7.364  0.323
57 H -5.663 4.267 -4.971  0.309
58 H -5.380 5.873 -5.037  0.260
59 H -2.471 4.641 -7.091  0.286
60 H -2.657 6.371 -6.500  0.249
61 C 6.417 -0.699 6.209  -0.498
62 C 7.656 -1.345 6.661  -0.463
63 C 8.786 -0.866 5.804  -0.407
64 O 8.369 0.444 5.447  -0.413
65 C 6.896 0.445 5.298  -0.393
66 H 5.821 -0.310 7.035  0.237
67 H 5.736 -1.462 5.831  0.302
68 H 7.804 -2.424 6.620  0.334
69 H 7.892 -1.082 7.692  0.210
70 H 8.945 -1.489 4.924  0.283
71 H 9.669 -0.547 6.359  0.262
72 H 6.491 0.316 4.294  0.227
73 H 6.371 1.372 5.528  0.319
74 C 1.086 -0.061 -1.269  -0.629
75 C 2.083 -0.596 -0.177  -0.512
76 C 1.177 -0.357 1.041  -0.370
77 O 0.493 0.875 0.715  -0.404
78 C 0.364 1.134 -0.585  -0.353
79 H 0.400 -0.837 -1.605  0.241
80 H 1.474 0.280 -2.229  0.389
81 H 3.031 -0.059 -0.229  0.247
82 H 2.404 -1.637 -0.184  0.334
83 H 1.703 -0.153 1.973  0.263
84 H 0.528 -1.222 1.176  0.259
85 H 0.810 2.069 -0.925  0.291
86 H -0.674 1.127 -0.917  0.245

SMILES string: C1CCOC1.C1CCOC1.C1CCOC1.C1CCOC1.C1CCOC1.C1CCOC1.NC(N)=O
orbital gap: 0.3653 hartree
HOMO: -9.544 eV

Number 1: maximum force 0.004 hartree/bohr. Number 2: maximum force 0.155 hartree/bohr.